Record 1
{
  "formula": "C19H27N2O5S",
  "method": "ωB97M-V/def2-TZVPD",
  "homo_energy_ha": -0.177,
  "charge": -1,
  "energy_ha": -1624.2482,
  "symbols": ["O", "O", "O", "O", "O", "S", "C", "C", "C", "C", "C", "C", "C", "C", "C", "N", "N", "C", "C", "C", "C", "C", "C", "C", "C", "C", "C", "H", "H", "H", "H", "H", "H", "H", "H", "H", "H", "H", "H", "H", "H", "H", "H", "H", "H", "H", "H", "H", "H", "H", "H", "H", "H", "H"],
  "coordinates": [[-3.575752, -1.936240, -3.733235], [4.975926, -0.440877, -4.380753], [5.398087, -0.775039, 1.098503], [-5.134115, -2.141248, -2.161872], [-1.862490, -0.023069, -3.604117], [1.351224, -0.652345, -1.356460], [-4.095521, -1.603058, -2.629817], [4.892865, -0.027328, -3.236754], [5.317810, -0.939910, -0.112888], [-1.802235, 1.264994, -1.613652], [-2.282440, 1.565405, -0.338202], [-3.913862, -0.196079, -0.551638], [-2.372870, 0.236172, -2.363289], [-3.451508, -0.511867, -1.847134], [-3.342717, 0.836052, 0.217389], [6.265612, -1.602062, -0.792197], [4.159343, -0.673327, -2.331656], [5.660242, 1.216244, -2.834138], [7.480885, -2.151448, -0.194237], [-4.572222, 0.539273, 4.417780], [-5.595276, 1.067310, 3.406506], [-3.156208, 1.010333, 4.071613], [-5.209923, 0.660829, 1.981495], [-2.779549, 0.627796, 2.636230], [-3.800842, 1.176534, 1.626960], [2.799948, -1.021728, -0.322114], [4.090911, -0.405416, -0.886730], [-2.374221, -0.802709, -3.948888], [1.041464, 0.560316, -0.884766], [-0.978148, 1.828935, -2.036737], [-1.820931, 2.369260, 0.226084], [-4.732928, -0.787818, -0.158495], [6.115193, -1.738390, -1.781361], [3.550312, -1.392798, -2.695198], [6.399072, 0.971123, -2.075290], [6.162481, 1.613719, -3.714824], [4.962495, 1.961375, -2.456399], [7.219440, -2.943270, 0.510321], [8.010401, -1.365438, 0.347552], [8.133829, -2.558111, -0.967714], [-4.598847, -0.555303, 4.421938], [-4.837485, 0.882909, 5.422129], [-6.586744, 0.671223, 3.645496], [-5.647520, 2.158783, 3.472790], [-2.441495, 0.562408, 4.768538], [-3.095618, 2.097435, 4.185684], [-5.242558, -0.431164, 1.915327], [-5.939886, 1.065585, 1.272975], [-2.731566, -0.462874, 2.548202], [-1.783905, 1.022364, 2.411299], [-3.820538, 2.268294, 1.711060], [2.916840, -2.105868, -0.279200], [2.631104, -0.660719, 0.694531], [4.044433, 0.670834, -0.720644]],
  "forces_ev_per_a": [[0.8, 0.5, -0.2], [-0.1, -0.1, -0.3], [-0.2, 0.2, -0.2], [0.8, 0.7, 0.1], [0.1, 0.6, 0.8], [-0.3, -0.4, 0.1], [-1.8, -1.7, -0.3], [1.0, 0.6, -1.2], [-0.2, 0.1, 1.0], [-0.1, 0.1, 0.5], [-0.2, -0.5, -0.5], [0.6, 0.5, -0.2], [0.0, -0.5, -0.7], [0.4, 1.0, 1.2], [-0.2, -0.2, -0.5], [0.4, -0.3, -1.2], [-0.4, -0.4, 1.8], [-0.3, -0.1, 0.0], [-0.5, 0.2, 0.3], [0.0, 0.4, 0.0], [0.2, -0.3, 0.0], [-0.1, -0.4, -0.1], [0.2, 0.4, 0.1], [-0.1, 0.4, 0.4], [0.0, -0.7, -0.2], [0.1, 0.4, 0.1], [0.2, -0.2, -0.8], [-0.5, -0.4, 0.2], [0.1, 0.0, 0.1], [0.0, 0.0, -0.1], [0.0, 0.0, 0.0], [0.0, 0.0, -0.2], [0.0, 0.0, 0.1], [0.1, 0.0, -0.1], [0.0, 0.1, 0.2], [-0.1, -0.2, 0.1], [0.1, 0.1, 0.2], [0.1, 0.0, 0.0], [0.0, -0.1, 0.0], [-0.2, 0.1, 0.0], [0.0, 0.0, 0.0], [0.0, -0.1, 0.0], [0.0, 0.1, 0.0], [0.0, 0.0, 0.0], [0.0, 0.1, 0.0], [0.0, 0.0, 0.0], [0.0, 0.0, -0.1], [0.1, -0.2, 0.0], [0.0, 0.0, -0.1], [0.0, -0.1, -0.1], [0.0, 0.1, 0.1], [-0.2, 0.0, -0.1], [0.2, -0.2, -0.2], [0.1, 0.0, 0.0]]
}

Record 2
{
  "formula": "C19H27N3O",
  "method": "ωB97M-V/def2-TZVPD",
  "smiles": "CC(C)C[C@@H](CC#N)N1CCN(Cc2ccccc2)CCC1=O",
  "homo_energy_ha": -0.326,
  "charge": 0,
  "energy_ha": -979.7149,
  "symbols": ["C", "C", "C", "C", "C", "C", "C", "N", "N", "C", "C", "N", "C", "C", "C", "C", "C", "C", "C", "C", "C", "C", "O", "H", "H", "H", "H", "H", "H", "H", "H", "H", "H", "H", "H", "H", "H", "H", "H", "H", "H", "H", "H", "H", "H", "H", "H", "H", "H", "H"],
  "coordinates": [[-5.584826, -1.657271, -1.449575], [-4.691069, -1.515612, -0.218404], [-4.740299, -2.805084, 0.600956], [-3.249501, -1.165889, -0.637484], [-2.639274, -0.010359, 0.165171], [-2.376240, -0.394556, 1.633997], [-1.775839, 0.697336, 2.356005], [-1.282254, 1.556956, 2.925324], [-1.435403, 0.504359, -0.469731], [-0.272595, -0.345624, -0.598928], [0.913439, 0.078010, 0.273471], [1.702541, 1.119574, -0.355549], [2.987360, 1.266252, 0.314084], [3.843651, 0.044922, 0.112564], [3.983146, -0.493997, -1.161277], [4.771561, -1.610281, -1.368856], [5.436286, -2.199088, -0.305268], [5.304223, -1.667464, 0.965395], [4.508822, -0.553126, 1.173359], [0.982381, 2.377538, -0.437046], [-0.149210, 2.322722, -1.468754], [-1.445274, 1.795122, -0.894284], [-2.439333, 2.491427, -0.815644], [-5.214134, -2.447067, -2.099812], [-6.601712, -1.906035, -1.154857], [-5.610281, -0.727125, -2.011947], [-5.091118, -0.697652, 0.390541], [-5.756831, -3.002461, 0.933683], [-4.102367, -2.748307, 1.479647], [-4.413012, -3.648029, -0.004749], [-3.244287, -0.855787, -1.684142], [-2.623941, -2.057674, -0.557493], [-3.339075, 0.834692, 0.146076], [-3.323063, -0.643986, 2.117922], [-1.710165, -1.260468, 1.698320], [-0.567591, -1.357373, -0.319811], [0.059750, -0.374033, -1.641509], [1.566327, -0.789233, 0.404407], [0.549019, 0.391711, 1.267200], [2.866636, 1.470220, 1.392203], [3.498187, 2.125296, -0.133229], [3.458919, -0.029161, -1.982298], [4.872461, -2.021874, -2.362669], [6.055036, -3.069476, -0.466973], [5.819218, -2.122550, 1.798865], [4.405750, -0.143582, 2.168491], [1.695105, 3.141506, -0.757460], [0.573698, 2.683322, 0.541582], [0.170529, 1.720134, -2.320073], [-0.362247, 3.333664, -1.818576]],
  "forces_ev_per_a": [[0.0, 0.1, 0.3], [0.1, -0.2, -0.1], [-0.1, 0.3, 0.0], [-0.2, 0.3, 0.2], [-0.2, 0.0, -0.2], [-0.3, -0.3, -0.5], [0.0, 0.1, 0.2], [0.3, 0.5, 0.3], [-0.3, -0.2, 0.2], [0.4, 0.0, 0.1], [-0.1, -0.3, -0.1], [0.1, 0.1, 0.1], [0.0, 0.1, 0.0], [0.1, 0.0, 0.1], [0.0, 0.0, 0.0], [0.0, 0.0, -0.1], [0.1, -0.1, 0.0], [0.1, -0.1, 0.0], [-0.1, 0.1, -0.1], [0.0, 0.1, -0.2], [0.0, 0.2, 0.2], [0.1, 0.2, -0.3], [-0.2, 0.3, 0.0], [0.0, -0.1, -0.1], [-0.1, 0.0, 0.0], [0.0, 0.1, -0.1], [0.0, 0.0, 0.0], [-0.1, -0.1, 0.1], [0.1, -0.1, 0.1], [0.1, -0.1, -0.1], [0.1, 0.0, 0.0], [0.1, -0.1, -0.1], [0.1, -0.2, 0.0], [0.1, -0.1, 0.0], [-0.1, 0.0, 0.0], [0.0, 0.0, -0.1], [0.0, -0.1, 0.1], [-0.1, 0.0, 0.0], [0.1, -0.1, -0.1], [0.1, 0.0, -0.1], [-0.1, 0.0, 0.1], [-0.1, 0.0, -0.1], [0.0, 0.0, -0.1], [0.0, -0.1, 0.0], [0.0, 0.0, 0.1], [0.0, 0.0, 0.1], [0.0, 0.0, 0.1], [0.1, 0.0, 0.0], [0.0, 0.0, 0.0], [-0.1, -0.1, 0.0]]
}

What is the formula in the second record?
C19H27N3O